2 unconnected molecules or ions with the total composition C9H13N4, computed with the ωB97M-V functional and the def2-TZVPD basis.

```
26
Properties=species:S:1:pos:R:3:forces:R:3:mulliken_charge:R:1
C -2.48445 -0.48138 -2.85447 -0.749 -0.167 0.141 -0.661
C -1.47113 0.26917 -2.35612 1.888 0.482 -0.253 -0.620
C -3.07042 -1.46400 -2.03322 -2.361 -1.729 -0.317 -0.150
C -0.90259 -0.00153 -1.10917 -1.526 -3.644 2.205 0.990
C -1.61180 -1.06188 -0.41448 -0.947 1.434 -1.394 0.084
C 1.66896 2.06150 0.67766 -0.659 -2.182 1.242 -0.566
C 2.59712 1.14328 0.00770 0.907 1.086 -2.456 -0.571
C 1.19848 1.23727 -0.51197 -0.663 -1.217 1.664 -0.233
C 0.22571 0.20896 -0.25110 -1.965 -0.322 0.232 -0.003
N -2.64874 -1.79496 -0.86168 1.525 0.742 2.292 -0.567
N -1.13796 -1.16055 0.83475 -1.186 -1.473 -1.113 -0.392
N 0.02620 -0.54279 0.85796 2.794 1.784 0.163 0.227
N 1.30965 -0.68524 3.15686 1.282 1.371 1.434 -0.919
H -2.88236 -0.36911 -3.83954 -0.049 0.386 -0.393 0.430
H -0.90345 0.99502 -2.88739 -0.271 0.621 -1.127 0.391
H -4.01368 -2.10918 -2.16659 1.426 1.418 -1.289 0.371
H 1.28678 1.82953 1.69776 0.158 0.308 -1.093 0.142
H 1.68764 3.03398 0.36966 0.468 2.633 0.002 0.315
H 3.19855 1.62548 -0.78183 0.387 -0.363 0.956 0.275
H 2.97911 0.20311 0.33670 0.005 -0.335 0.578 0.261
H 0.93566 1.71589 -1.42096 0.408 0.627 -0.626 0.539
H -1.30924 -2.04365 1.27423 0.390 -0.369 0.825 0.318
H 0.60995 -0.63363 1.81024 -0.329 0.240 -0.615 0.458
H 0.70791 -0.57374 4.04710 1.476 0.574 -1.882 0.291
H 2.10052 0.06132 3.01213 -2.367 -1.144 0.990 0.299
H 1.90360 -1.46286 3.40576 -0.041 -0.761 -0.167 0.288
```
Forces are in eV/Å.

## Properties
- Total charge: +1
- Multiplicity: 1
- Energy relative to the best compared isomer or geometry (same formula, charge and spin): 52.0 kcal/mol
- HOMO energy: -12.68 eV
- Max |F|: 4.52 eV/A
- Gap between HOMO and LUMO: 9.15 eV
- Electronic energy: -15495.9895 eV